{
  "formula": "C3H13N3",
  "method": "ωB97M-V/def2-TZVPD",
  "symbols": ["H", "H", "H", "H", "H", "C", "N", "H", "N", "C", "H", "C", "H", "H", "H", "H", "N", "H", "H"],
  "positions_angstrom": [[-2.444, 5.582, 3.473], [2.289, -1.864, -2.481], [-0.611, 2.901, 4.181], [-1.534, 3.544, 1.872], [0.510, 4.086, 3.883], [-1.148, 4.179, 2.667], [1.969, -2.595, -3.102], [0.235, -2.956, -1.932], [-0.163, 3.460, 3.471], [0.443, -4.637, -3.242], [0.215, -4.236, -4.233], [1.047, -3.495, -2.420], [1.215, -5.402, -3.372], [2.746, -3.107, -3.490], [1.668, -3.980, -1.649], [-3.116, 4.004, 3.251], [-2.325, 4.584, 3.491], [-0.365, -5.152, -2.733], [-0.635, 5.085, 2.364]],
  "e_above_lowest_kj_mol": 64.4,
  "charge": 0,
  "gap_ev": 10.1,
  "smiles": "CCN.NCN"
}


{
  "formula": "C3H9OS",
  "method": "ωB97M-V/def2-TZVPD",
  "symbols": ["C", "H", "H", "O", "C", "H", "S", "H", "C", "H", "H", "H", "H", "H"],
  "positions_angstrom": [[2.268, -1.289, 0.424], [-0.809, 2.979, 0.551], [-2.473, 2.226, 0.330], [1.157, -2.109, 0.209], [-1.419, 2.228, 0.056], [-1.313, 2.245, -1.029], [-0.666, 0.604, 0.509], [-1.875, -1.428, -0.233], [-1.440, -0.503, -0.585], [2.835, -1.044, -0.487], [2.959, -1.805, 1.104], [1.987, -0.347, 0.890], [0.391, -1.587, -0.139], [-1.601, -0.169, -1.599]],
  "e_above_lowest_kj_mol": 284.7,
  "charge": -2,
  "gap_ev": [2.6, 4.7],
  "multiplicity": 2
}


{
  "formula": "C9H15NOS",
  "method": "ωB97M-V/def2-TZVPD",
  "symbols": ["H", "C", "C", "H", "C", "C", "H", "S", "N", "H", "H", "H", "C", "C", "H", "H", "H", "O", "C", "C", "C", "H", "H", "H", "H", "H", "H"],
  "positions_angstrom": [[-2.151, 0.916, -1.973], [2.290, 0.876, 0.267], [-1.416, 0.894, 0.093], [-3.045, -2.427, 0.387], [2.045, -1.669, 1.131], [-1.511, 1.506, -1.361], [-2.786, 2.659, 0.096], [-2.532, -0.134, 0.906], [1.324, 1.588, 0.879], [-1.052, 3.010, 0.187], [1.197, 2.615, 0.893], [-1.339, -2.045, 0.150], [1.175, -0.873, -1.187], [-2.313, -1.724, 0.072], [0.809, -0.037, -1.654], [1.466, -2.675, 0.849], [-0.666, 1.872, -1.869], [3.428, 1.102, -0.062], [0.448, 0.431, 0.987], [1.508, -0.474, 0.322], [-1.830, 2.289, -0.133], [0.224, -1.525, -1.299], [0.157, 0.088, 1.864], [2.109, -1.281, -1.608], [3.082, -1.732, 0.899], [2.015, -1.599, 2.157], [-2.637, -1.650, -0.992]],
  "e_above_lowest_kj_mol": 330.7,
  "charge": 0,
  "gap_ev": 8.7
}


{
  "formula": "C43H96B3BrN6O3",
  "method": "ωB97M-V/def2-TZVPD",
  "symbols": ["H", "H", "H", "C", "H", "C", "H", "H", "H", "C", "H", "C", "C", "C", "H", "C", "C", "H", "H", "H", "H", "H", "H", "H", "H", "H", "C", "C", "H", "C", "C", "C", "H", "H", "B", "C", "C", "H", "H", "H", "H", "C", "H", "C", "H", "H", "H", "H", "C", "H", "H", "C", "C", "C", "H", "C", "H", "H", "C", "H", "H", "H", "N", "H", "H", "C", "C", "H", "C", "H", "C", "H", "H", "N", "C", "H", "H", "H", "H", "H", "H", "C", "H", "H", "H", "H", "H", "C", "C", "H", "C", "H", "H", "H", "B", "C", "C", "O", "H", "C", "H", "H", "H", "H", "Br", "H", "C", "B", "H", "H", "H", "O", "C", "O", "H", "H", "C", "H", "C", "H", "H", "C", "H", "H", "H", "H", "N", "H", "H", "H", "H", "H", "H", "H", "C", "N", "H", "H", "H", "H", "C", "H", "H", "H", "C", "H", "N", "N", "H", "H", "H", "H"],
  "positions_angstrom": [[4.476, -5.143, 7.692], [-7.962, -0.350, 5.879], [4.468, -3.757, 6.604], [-1.948, 6.533, -3.006], [4.874, -4.934, -1.708], [4.242, -5.702, 5.623], [-4.003, 2.782, 5.536], [2.040, 2.597, 1.720], [6.177, -3.168, 3.991], [-2.005, 0.764, 1.260], [4.116, 4.703, -0.955], [-2.438, -1.522, -0.317], [0.431, 6.024, -2.481], [0.108, -0.223, -0.515], [3.857, -5.473, -7.517], [-6.164, 2.745, -0.910], [-0.171, 7.385, -4.458], [-6.235, 2.756, 4.808], [-3.502, 6.158, -1.553], [7.481, -4.147, 3.324], [0.841, 7.808, -4.430], [3.713, 1.824, 2.116], [-9.008, 2.008, 0.416], [-6.046, 3.745, -1.340], [0.573, 5.664, -5.569], [-3.695, 1.111, 5.090], [5.890, -1.084, 0.179], [4.677, -5.977, -5.555], [5.898, -4.805, 6.719], [-7.206, 0.439, 5.980], [-7.216, 1.964, -1.699], [-2.422, 6.337, -1.566], [5.244, 1.168, -3.459], [3.585, 4.486, 2.168], [3.163, 1.522, -0.083], [-6.219, -0.498, 3.946], [-0.251, 6.381, -5.603], [4.327, -3.432, 2.025], [-4.694, 1.486, 6.508], [-3.147, -2.416, -0.650], [1.441, 6.438, -2.597], [4.558, -3.494, -5.658], [0.954, 4.440, -3.883], [-7.912, 1.641, 6.607], [6.147, -6.240, 3.879], [-6.452, 2.872, 0.137], [0.257, 6.046, -1.398], [6.043, 1.072, -0.834], [-0.501, 0.851, 0.598], [-8.675, 2.047, 5.936], [5.087, -2.595, -5.316], [3.330, 4.847, -0.068], [-5.688, 1.832, 4.584], [6.013, -0.412, 1.670], [-0.542, -2.201, -1.811], [-8.128, -0.246, -2.224], [5.155, -0.907, 2.334], [4.267, -7.175, -7.306], [4.456, -4.760, -2.705], [2.506, -4.253, -5.505], [-4.117, -0.848, 4.406], [-8.047, -1.304, -1.947], [-6.629, 0.713, 4.663], [3.961, -3.157, 4.480], [5.557, -5.989, -7.547], [5.674, -5.276, 3.651], [-0.913, -1.423, -0.993], [-2.568, 7.331, -3.435], [5.587, -4.636, -3.721], [-10.003, -0.417, -3.274], [3.377, -3.712, 2.489], [5.007, -1.663, -2.118], [-7.649, -0.181, -3.211], [4.332, -5.238, 4.235], [3.542, -4.033, 3.974], [-2.222, 7.225, -0.960], [-5.952, -0.238, 2.914], [3.281, 5.993, 0.169], [-6.769, 0.676, 0.715], [0.184, 1.746, 0.951], [-5.359, 1.963, 3.545], [4.587, -6.154, -7.070], [3.688, -6.152, -5.119], [-6.907, 1.997, -2.751], [7.026, -0.748, 2.153], [-2.168, 5.626, -3.577], [-5.039, -2.300, 4.050], [5.543, -0.653, -2.405], [3.854, 3.900, 1.163], [5.329, -6.778, -5.184], [6.641, -4.157, 4.027], [-7.660, -0.753, 0.321], [-5.191, 2.247, -0.948], [1.000, 3.966, -2.193], [3.455, 0.770, -2.352], [-8.884, 0.964, 0.717], [0.447, 4.565, -2.925], [2.102, 0.150, -2.432], [2.959, -4.564, 1.945], [-3.006, -0.459, 0.809], [4.715, -6.688, 5.709], [2.299, 4.452, -0.522], [2.907, -2.987, -4.328], [3.786, -5.596, -2.926], [5.866, 3.674, 1.223], [-0.172, 6.907, -6.560], [-5.089, -1.326, 4.549], [1.653, 0.004, -1.032], [3.866, -3.844, -2.645], [-8.409, 1.338, 7.534], [4.797, -1.551, 0.068], [3.623, 1.941, -1.420], [4.806, -4.791, 6.709], [2.699, 0.098, 0.046], [4.680, -3.475, -6.748], [-6.455, 0.065, 6.682], [6.271, -0.054, -1.062], [6.704, -1.953, 0.126], [-4.457, 1.786, 5.484], [-8.171, 2.495, -1.636], [-10.197, -0.219, -1.541], [3.122, 2.439, 1.280], [2.532, -4.176, 4.379], [-0.555, 4.136, -3.002], [-9.763, 1.173, -2.555], [2.692, -2.867, 2.366], [4.671, 0.332, -3.153], [-9.784, 0.412, 0.439], [6.143, -3.712, -3.517], [-0.819, 8.235, -4.710], [6.423, -0.957, -3.150], [6.307, -5.441, -3.523], [-1.943, 5.475, -1.094], [-2.294, 1.585, 2.075], [3.072, -3.332, -5.351], [-0.540, 6.917, -3.118], [5.573, -5.281, 2.559], [7.452, -0.121, -1.216], [-5.233, -1.516, 5.616], [3.183, -5.882, 5.852], [-7.629, 0.327, 0.130], [-1.195, 5.831, -5.612], [-7.098, -1.149, 3.849], [7.064, -4.308, 5.022], [-9.603, 0.104, -2.398], [2.642, -2.573, -6.014], [5.231, -4.687, -5.142], [-7.345, 0.566, -1.287], [-7.208, 2.440, 6.860], [-8.827, 0.947, 1.811], [5.853, 0.747, 1.707], [-4.061, -0.502, 1.322]],
  "charge": 0,
  "gap_ev": 7.7,
  "smiles": "CCCCNB1OB(C[C@H](C)Br)OB(c2ccccc2)O1.CCN(CC)CC.CCN(CC)CC.CCN(CC)CC.CCN(CC)CC.CCN(CC)CC"
}


no.,molecular weight (g/mol)
1,91.158
2,93.171
3,185.292
4,857.620